Below is an isolated molecule of C2H3N3S2, with properties calculated with wB97M-V/def2-TZVPD.

Positions of all 10 atoms, in Å:
C  -0.835  1.290  0.169
C  0.074  0.310  0.748
N  -0.965  1.036  -1.166
N  -0.417  -0.164  -1.414
N  -0.215  -0.876  -0.200
S  -2.534  0.786  0.248
S  -1.972  -1.329  0.036
H  1.060  0.577  0.802
H  -0.288  0.074  1.665
H  -0.886  -0.647  -2.194

Forces on the atoms, in the same order (eV/Å):
C -0.844 1.707 0.174
C -2.247 -1.124 -2.315
N 0.444 -0.913 -1.849
N 0.424 1.609 -0.478
N -1.459 -0.394 0.291
S 0.403 -0.431 0.622
S 0.802 0.200 0.459
H 2.631 0.419 -0.464
H -0.704 -1.063 2.895
H 0.551 -0.012 0.665

- ΔE to the lowest compared entry with this formula, charge and spin: 427.8 kJ/mol
- Maximum force: 0.066 hartree/bohr
- LUMO level: -0.0690 eV
- Total charge: 0
- HOMO: -8.38 eV
- Kohn-Sham gap: 0.30526 hartree

Below is a cluster of 2 separate species, C5H15N2S in total, with properties calculated with wB97M-V/def2-TZVPD.

Positions of all 23 atoms, in Å:
N  1.224  0.818  1.467
C  -0.021  0.216  1.283
C  -0.499  -1.082  1.986
S  -1.904  -1.894  1.285
C  -0.479  0.154  -0.237
N  0.162  1.157  -1.015
C  1.397  0.772  -1.727
C  1.665  1.626  -2.956
H  1.503  0.708  2.440
H  1.375  -0.204  0.976
H  -5.296  -3.682  2.051
H  -0.670  1.043  1.636
H  0.226  -1.898  2.021
H  -0.856  -0.785  2.978
H  -5.192  -4.309  1.666
H  -0.317  -0.807  -0.734
H  -1.575  0.362  -0.192
H  0.524  1.766  -0.278
H  2.219  0.864  -1.000
H  1.338  -0.303  -1.911
H  1.899  2.656  -2.689
H  0.757  1.599  -3.554
H  2.520  1.224  -3.495

Forces on the atoms, in the same order (eV/Å):
N 2.129 -5.689 -1.805
C -5.908 4.629 -0.052
C -1.372 -2.064 0.291
S 0.188 0.995 -0.021
C 1.357 -0.281 -1.254
N 0.712 -0.486 1.685
C 0.066 -0.402 0.256
C -0.266 -0.334 0.319
H 0.233 0.230 -0.030
H 3.930 2.748 1.187
H 0.005 -0.031 -0.020
H -1.028 -0.965 0.424
H 0.671 0.455 -0.089
H 0.315 0.157 0.048
H 0.008 0.039 0.019
H 0.001 -0.132 0.303
H -0.270 -0.392 0.514
H -0.746 1.185 -0.696
H 0.035 0.175 -0.066
H -0.048 0.079 -0.580
H -0.122 -0.013 0.060
H 0.209 0.128 -0.340
H -0.099 -0.030 -0.154

- ΔE to the lowest compared entry with this formula, charge and spin: 813.5 kJ/mol
- Maximum force: 0.146 hartree/bohr
- LUMO level: -8.9093 eV
- Total charge: +1
- HOMO: -13.50 eV
- Kohn-Sham gap: 0.16854 hartree

Below is a cluster of 2 separate species, C4H11NO3 in total, with properties calculated with wB97M-V/def2-TZVPD.

Positions of all 19 atoms, in Å:
C  -1.269  0.139  0.143
C  -0.731  -0.408  1.543
C  0.998  -0.467  1.814
O  1.123  -0.539  3.097
N  -0.228  0.037  -1.012
C  -0.768  0.039  -2.365
O  -1.173  -1.140  -2.814
H  -1.650  1.195  0.129
H  -2.009  -0.494  -0.188
H  -0.994  0.207  2.492
H  -0.930  -1.470  1.694
H  1.447  -1.385  1.278
H  1.218  0.529  1.442
H  0.223  -1.011  -0.893
H  0.015  0.473  -2.941
H  -1.562  0.825  -2.433
H  1.788  1.136  0.269
H  0.793  1.906  -0.690
O  1.785  1.930  -0.270

Forces on the atoms, in the same order (eV/Å):
C 2.592 0.537 0.007
C 1.715 1.144 -0.275
C -2.950 -0.342 -0.283
O 1.033 -0.485 2.360
N 0.970 -2.264 3.058
C -1.170 -0.644 0.028
O -0.438 -0.809 -0.431
H 0.429 -0.796 0.339
H -2.382 -1.293 -0.556
H 0.162 -1.012 -1.795
H -0.697 0.058 -0.005
H -0.426 1.190 -0.341
H 0.830 0.033 -0.591
H -1.430 3.383 -0.477
H 1.459 0.594 -1.092
H -0.304 0.332 0.538
H -0.227 -0.356 -0.079
H 3.548 -0.805 1.459
O -2.715 1.536 -1.861

- ΔE to the lowest compared entry with this formula, charge and spin: 274.1 kJ/mol
- Maximum force: 0.076 hartree/bohr
- LUMO level: 6.8801 eV
- Total charge: -2
- HOMO: 0.62 eV
- Kohn-Sham gap: 0.22989 hartree

Below is a structure of composition C30H42N2O2P2Ti, with properties calculated with wB97M-V/def2-TZVPD.

Positions of all 79 atoms, in Å:
P  0.379  -1.247  -5.165
P  0.577  2.092  -4.460
C  0.095  0.068  -6.392
C  0.982  1.271  -6.073
H  -0.980  0.314  -6.410
H  0.357  -0.337  -7.377
H  2.052  1.013  -6.043
H  0.817  2.052  -6.833
C  -0.996  2.818  -5.151
H  -1.418  3.600  -4.500
H  -1.734  2.006  -5.285
H  -0.727  3.237  -6.141
C  1.701  3.524  -4.504
H  1.454  4.121  -5.407
H  2.744  3.176  -4.603
H  1.631  4.173  -3.615
C  -0.952  -2.435  -5.633
H  -1.022  -3.231  -4.871
H  -0.688  -2.911  -6.591
H  -1.939  -1.945  -5.736
C  1.892  -2.096  -5.690
H  2.717  -1.373  -5.752
H  1.730  -2.556  -6.675
H  2.125  -2.877  -4.949
Ti  2.289  1.682  -1.663
C  -0.461  1.227  -2.889
C  -1.901  0.975  -2.996
C  -2.748  -0.200  -3.113
C  -2.963  -0.461  -1.602
C  -1.930  -1.206  -0.834
C  -0.930  -1.925  -1.355
C  -0.029  -1.293  -2.410
C  0.397  0.177  -2.126
C  3.564  0.819  -0.362
H  -0.327  2.188  -2.326
H  -2.475  1.793  -2.495
H  -2.530  -1.070  -3.767
H  -3.681  0.235  -3.533
H  -2.899  0.470  -1.024
H  -4.036  -0.670  -1.362
H  -2.121  -1.134  0.270
H  -0.533  -2.808  -0.834
H  -0.615  -1.226  -3.350
H  0.848  -1.929  -2.600
H  0.239  0.354  -1.038
H  1.560  0.203  -2.385
H  4.221  1.269  0.388
H  4.047  -0.034  -0.850
H  2.653  0.484  0.202
O  1.479  2.796  -0.259
C  0.749  2.245  0.671
N  0.177  2.895  1.747
C  -0.262  1.852  2.707
C  -0.401  0.688  1.746
O  -1.102  -0.316  1.852
N  0.395  0.963  0.654
C  0.895  1.628  3.694
C  1.609  0.435  3.724
C  2.743  0.318  4.545
C  3.117  1.370  5.381
C  2.325  2.523  5.439
C  1.201  2.648  4.612
C  -1.550  2.047  3.495
C  -1.592  1.486  4.779
C  -2.661  1.732  5.635
C  -3.754  2.472  5.172
C  -3.800  2.861  3.828
C  -2.704  2.644  2.981
H  0.671  3.733  2.091
H  1.275  -0.423  3.136
H  3.316  -0.606  4.506
H  4.035  1.306  5.969
H  2.587  3.328  6.121
H  0.555  3.522  4.722
H  -0.776  0.843  5.125
H  -2.613  1.345  6.655
H  -4.574  2.694  5.854
H  -4.691  3.353  3.438
H  -2.757  2.908  1.924

Forces on the atoms, in the same order (eV/Å):
P -0.172 0.798 -0.391
P -0.243 -0.225 -2.018
C 0.429 -0.431 -0.786
C 0.177 0.490 -0.111
H 0.450 -0.024 0.094
H -0.152 0.316 -0.205
H -0.272 -0.087 -0.201
H 0.397 -0.277 0.049
C 0.456 0.331 -0.067
H 0.081 -0.330 -0.230
H 0.409 0.493 0.227
H -0.318 0.038 0.559
C 0.296 0.908 -0.761
H 0.306 0.009 0.476
H -0.383 0.068 0.104
H -0.080 -0.285 -0.298
C 0.204 -0.429 -0.207
H -0.063 0.324 -0.257
H -0.249 0.079 0.194
H 0.555 -0.169 0.118
C -0.018 -0.329 -0.749
H -0.173 -0.284 0.111
H 0.350 -0.074 0.113
H 0.056 0.280 -0.278
Ti -0.068 1.313 -0.475
C -2.927 -1.445 3.349
C 4.358 2.885 0.549
C -1.541 -0.152 0.132
C -0.621 1.056 0.657
C -1.592 -1.521 0.731
C 1.455 0.574 0.825
C -1.689 -0.772 -0.547
C 0.041 -0.669 -0.922
C 0.548 -0.610 0.636
H -0.367 -0.417 -0.369
H 0.494 -0.292 -1.184
H 0.304 0.545 0.814
H 0.059 -0.698 0.245
H -0.325 0.753 -0.650
H 0.855 -1.050 -0.091
H -0.162 -1.222 -1.149
H 0.281 0.866 0.449
H 0.735 -0.352 1.354
H -0.371 0.163 0.006
H 0.396 -0.103 -0.769
H -1.823 -0.830 -0.450
H 0.075 0.058 -0.280
H 0.066 -0.239 0.372
H 0.562 -0.270 -0.316
O -1.692 0.324 2.038
C -0.265 -0.501 -0.329
N 0.530 1.269 0.127
C 0.009 0.190 0.883
C -0.006 -1.178 -1.395
O 0.951 1.385 0.808
N -0.072 0.007 0.118
C -0.072 -0.049 0.132
C 0.437 0.080 0.236
C -0.379 0.214 -0.082
C -0.059 -0.001 -0.285
C -0.273 -0.218 -0.386
C 0.696 -0.204 0.155
C -0.169 -0.040 0.076
C -0.094 0.059 0.229
C -0.069 0.073 -0.331
C 0.172 -0.220 -0.118
C 0.162 -0.021 0.067
C -0.002 0.001 0.372
H -0.476 -0.759 -0.161
H 0.231 0.330 -0.003
H -0.040 0.196 0.110
H -0.344 -0.037 -0.074
H -0.077 -0.128 -0.086
H 0.210 -0.199 -0.236
H -0.342 0.493 -0.097
H -0.187 0.127 -0.313
H 0.115 -0.022 -0.276
H 0.223 -0.108 0.092
H 0.100 0.175 0.327

- ΔE to the lowest compared entry with this formula, charge and spin: 429.1 kJ/mol
- Maximum force: 0.102 hartree/bohr
- 2S+1: 3
- LUMO level (spin up / spin down): -0.1072 / -0.1994 eV
- Total charge: 0
- HOMO (spin up / spin down): -6.21 / -6.20 eV
- Kohn-Sham gap (spin up / spin down): 0.22413 / 0.22061 hartree

Below is a structure of composition C13H25ClIrN2O2Si, with properties calculated with wB97M-V/def2-TZVPD.

Positions of all 45 atoms, in Å:
Ir  -0.439  0.301  0.170
N  -0.753  -0.711  -2.983
C  -1.056  -1.629  -2.064
N  -1.460  -2.848  -2.449
O  -0.994  -1.390  -0.830
H  -0.757  -0.910  -3.967
H  -0.450  0.190  -2.643
H  -1.558  -3.106  -3.414
H  -1.683  -3.519  -1.736
Cl  -2.857  2.292  4.757
C  -2.447  2.211  3.081
C  -3.315  1.558  2.197
C  -3.001  1.470  0.862
C  -1.816  2.071  0.362
C  -1.308  1.778  -0.980
C  -0.947  2.711  1.279
C  -1.272  2.781  2.636
H  -4.226  1.120  2.580
H  -3.658  0.942  0.184
H  -0.617  2.542  -1.341
H  -2.043  1.556  -1.754
H  -0.048  3.193  0.914
H  -0.623  3.288  3.336
C  -0.857  -2.740  2.208
C  0.440  -2.005  2.428
O  0.207  -0.595  2.196
H  -0.704  -3.812  2.330
H  -1.226  -2.561  1.199
H  -1.609  -2.417  2.927
H  1.217  -2.352  1.741
H  0.795  -2.126  3.453
H  0.974  -0.102  2.509
C  2.831  0.664  0.816
Si  1.734  0.181  -0.663
C  2.126  1.409  -2.049
C  2.188  -1.565  -1.236
H  3.879  0.718  0.510
H  2.793  -0.072  1.620
H  2.574  1.647  1.214
H  3.190  1.372  -2.293
H  1.900  2.431  -1.740
H  1.606  1.225  -2.991
H  3.235  -1.598  -1.543
H  1.604  -1.897  -2.091
H  2.059  -2.297  -0.438

Forces on the atoms, in the same order (eV/Å):
Ir -0.677 0.495 0.398
N 0.046 0.012 -0.013
C -0.078 0.070 -0.196
N 0.038 0.036 0.031
O 0.319 -0.257 0.318
H 0.008 0.021 -0.004
H 0.001 0.002 -0.034
H -0.023 0.005 -0.005
H 0.006 -0.017 -0.012
Cl -0.003 -0.006 -0.050
C 0.105 0.078 0.016
C 0.069 -0.030 0.033
C 0.207 0.061 0.092
C 0.172 0.137 -0.023
C 0.141 0.138 -0.470
C 0.169 -0.603 -0.212
C -0.148 -0.092 0.143
H -0.012 -0.010 0.009
H -0.046 0.069 -0.063
H 0.055 -0.149 -0.050
H -0.096 -0.145 0.206
H -0.052 0.132 -0.038
H 0.021 0.008 -0.001
C 0.022 0.018 -0.011
C 0.012 -0.176 0.006
O -0.130 -0.158 -0.260
H 0.031 -0.008 0.033
H -0.022 -0.007 0.024
H -0.027 0.017 0.016
H -0.025 0.013 0.043
H -0.005 0.016 -0.035
H -0.013 0.074 -0.030
C -0.056 -0.094 -0.307
Si 0.278 0.319 0.022
C -0.114 -0.140 0.118
C -0.037 0.216 0.148
H 0.006 -0.007 -0.082
H 0.016 -0.044 0.060
H -0.070 0.000 0.039
H 0.073 -0.042 0.105
H -0.006 0.044 0.010
H -0.118 -0.049 0.025
H 0.054 0.075 0.044
H -0.073 0.007 -0.066
H -0.019 -0.031 0.021

- ΔE to the lowest compared entry with this formula, charge and spin: 0.0 kJ/mol
- Maximum force: 0.018 hartree/bohr
- LUMO level: -3.5660 eV
- Total charge: +1
- HOMO: -11.29 eV
- Kohn-Sham gap: 0.28369 hartree